{
  "formula": "C26H22IrN7S3",
  "method": "wB97M-V/def2-TZVPD",
  "symbols": ["C", "C", "H", "N", "C", "H", "C", "C", "H", "C", "H", "S", "C", "N", "C", "H", "C", "H", "Ir", "C", "C", "H", "C", "C", "H", "H", "H", "N", "H", "H", "C", "H", "N", "H", "C", "S", "H", "H", "C", "C", "H", "H", "N", "C", "S", "H", "C", "N", "C", "H", "N", "H", "C", "C", "C", "C", "H", "C", "C"],
  "positions_angstrom": [[-0.19042, -3.15708, -0.00453], [1.71517, -0.37908, 2.59406], [-2.43489, 1.50238, -1.40084], [-7.71901, 0.02459, -0.08583], [-3.07790, -0.66895, 0.95494], [1.97853, -5.09115, 1.98186], [3.98539, -0.06580, 1.74133], [-0.22446, 2.95057, 0.99460], [2.21549, -6.49839, -1.51911], [-4.41002, 0.89546, -0.82989], [-0.18626, -5.93449, -1.29592], [2.05481, -0.03215, -0.08671], [1.88788, -5.88069, -0.68251], [5.11948, 0.00888, 1.90831], [2.25770, -0.52961, 3.91117], [0.51880, 5.91023, -0.50272], [0.08654, 2.62884, -1.30426], [-0.38220, -4.42370, 2.13639], [-0.25522, -0.01334, 0.07126], [-5.13617, 0.07404, 0.02132], [1.22165, -5.84214, 1.73933], [-2.51338, -1.26743, 1.65583], [0.58296, -5.19542, -1.05554], [0.05621, 1.78030, -2.43528], [-1.05211, 3.36115, 2.89901], [2.65484, -5.11862, -0.51848], [-4.90478, 1.52860, -1.55162], [-0.14602, 2.10679, -0.02914], [0.64793, 4.06091, -4.87940], [0.21157, 1.65062, -4.54751], [-0.07653, -5.13842, 1.37386], [0.69191, -4.52479, -1.90567], [-2.37128, 0.11532, 0.12801], [-0.88378, -5.86272, 1.23397], [0.32102, 4.00680, -1.50543], [0.04546, -0.56242, 2.42444], [0.24037, 2.17581, 2.93952], [0.72017, 5.57617, -2.91936], [0.03310, 4.33296, 0.84015], [2.57122, -0.14429, 1.51662], [2.64976, -7.19844, 0.85237], [0.98479, -7.51298, 0.39759], [0.09677, -4.41164, 0.09938], [-6.57274, 0.04643, -0.03867], [-0.25447, 0.07376, -2.25204], [-0.01526, 4.95956, 1.71886], [0.24778, 2.31315, -3.69198], [-0.45543, -2.03306, -0.09185], [-4.45464, -0.72042, 0.93693], [1.05473, -6.43832, 2.63709], [2.66751, -0.62243, 4.98083], [-4.98591, -1.36561, 1.62102], [1.71081, -6.71510, 0.58473], [0.53495, 4.51682, -2.80107], [-0.62412, 2.51361, 2.36782], [0.32002, 4.85323, -0.37727], [-1.35787, 1.71484, 2.34346], [0.49502, 3.67847, -3.87958], [-3.03153, 0.88313, -0.74856]],
  "atomic_forces_ev_per_a": [[0.124, 0.028, -0.019], [-0.024, -0.127, -0.087], [0.023, -0.033, -0.031], [0.001, -0.003, 0.001], [-0.001, 0.054, 0.038], [0.001, -0.003, 0.018], [-0.013, 0.048, 0.018], [-0.057, 0.035, -0.037], [-0.017, -0.015, 0.002], [-0.003, 0.005, 0.015], [0.002, 0.006, -0.023], [-0.297, 0.017, 0.038], [-0.007, 0.020, 0.029], [0.004, -0.018, -0.012], [0.007, 0.040, 0.033], [0.008, -0.002, -0.001], [0.066, -0.010, -0.017], [0.001, 0.007, -0.005], [0.319, 0.137, 0.155], [-0.014, 0.002, 0.001], [-0.003, 0.004, -0.022], [0.002, -0.040, -0.033], [0.008, -0.012, 0.004], [0.063, -0.001, 0.019], [-0.002, 0.003, -0.002], [0.016, -0.009, -0.029], [0.003, 0.004, 0.001], [-0.062, -0.098, 0.101], [0.009, -0.003, 0.002], [0.001, 0.002, -0.001], [0.020, 0.001, 0.013], [0.011, 0.019, 0.015], [-0.010, -0.188, -0.115], [-0.003, 0.003, 0.007], [0.029, 0.012, 0.006], [-0.026, 0.380, -0.239], [0.004, -0.030, 0.008], [0.002, 0.000, 0.004], [0.000, -0.005, -0.018], [0.031, -0.095, 0.011], [0.003, 0.006, 0.002], [0.011, -0.013, 0.001], [-0.091, -0.042, -0.070], [0.003, 0.007, 0.000], [-0.191, -0.061, -0.010], [-0.005, -0.005, 0.004], [0.037, 0.008, -0.001], [0.090, -0.015, 0.144], [-0.005, 0.012, 0.011], [0.000, -0.003, -0.002], [-0.010, -0.041, -0.016], [0.004, -0.002, 0.002], [-0.007, 0.023, -0.001], [0.000, -0.007, -0.003], [0.007, -0.045, -0.003], [-0.010, -0.004, 0.012], [-0.026, -0.028, -0.001], [-0.020, -0.006, 0.002], [-0.004, 0.078, 0.079]],
  "lowdin_spin": [0.004, 0.106, 0.000, 0.000, 0.001, 0.000, 0.002, 0.001, 0.000, 0.000, 0.000, 0.309, 0.000, 0.018, 0.004, 0.000, 0.003, 0.001, 0.082, 0.001, 0.000, 0.000, 0.000, 0.002, 0.001, 0.000, 0.000, 0.008, 0.000, 0.000, 0.000, 0.000, 0.000, 0.000, 0.000, 0.301, 0.002, 0.000, 0.000, 0.090, 0.000, 0.000, 0.000, 0.000, 0.002, 0.000, 0.001, 0.014, 0.000, 0.000, 0.030, 0.000, 0.000, 0.001, 0.010, 0.000, 0.005, 0.000, 0.000],
  "homo_energy_ev": [-10.572, -10.578],
  "gap_ev": [6.96, 5.10],
  "charge": 1,
  "total_energy_ha": -2686.0183,
  "spin_multiplicity": 2,
  "de_lowest_kj_mol": 10.6
}